1.
ORCA calculation (ωB97M-V with the def2-TZVPD basis set) on C46H51FN9O9RuS as an isolated structure.

Energy above the lowest of the compared OMol25 structures with the same formula, charge and spin (kJ/mol): 164.81
DFT total energy (eV): -96499.2943
Maximum force (eV/Å): 0.94
LUMO level (alpha / beta) (eV): -1.72 / -1.72

Structure (ORCA input):
```
! wB97M-V def2-TZVPD RIJCOSX def2/J DEFGRID3
* xyz 0 6
Ru 0.58695 -0.22939 0.24474
C -5.76024 3.49890 -1.10451
C -4.50429 4.06551 -1.78155
C -4.22849 5.48123 -1.25391
C -4.75640 4.13186 -3.28826
C -3.30056 3.19317 -1.44741
C -2.41245 2.73330 -2.40829
C -1.36606 1.90518 -2.03155
N -1.15633 1.54403 -0.77616
C -1.95623 2.02347 0.17475
C -3.03971 2.82679 -0.12431
C -1.65803 1.59013 1.57508
C -2.09253 2.32762 2.66096
C -1.83522 1.89656 3.95747
C -1.18172 0.67428 4.08858
C -0.76188 -0.00098 2.96556
N -0.96532 0.45550 1.72220
C -2.17599 2.73327 5.18292
C -0.85135 3.28527 5.73581
C -2.85644 1.86568 6.24824
C -3.10012 3.90293 4.84320
H -6.63226 4.07400 -1.41867
H -5.70519 3.55785 -0.01636
H -5.92506 2.45743 -1.38499
H -5.09010 6.12263 -1.44796
H -3.35692 5.91920 -1.74441
H -4.04392 5.47557 -0.17756
H -5.64426 4.73602 -3.47719
H -4.93156 3.14090 -3.71108
H -3.92606 4.59836 -3.82157
H -2.54353 2.96244 -3.45484
H -0.69372 1.48027 -2.76937
H -3.71162 3.13355 0.66457
H -2.59852 3.26269 2.48045
H -0.96246 0.24737 5.05696
H -0.22105 -0.93393 3.03615
H -0.19556 2.47848 6.06834
H -1.04959 3.94145 6.58602
H -0.31928 3.85769 4.97397
H -2.20027 1.07806 6.61873
H -3.76250 1.39884 5.85766
H -3.13536 2.48855 7.09989
H -2.62847 4.61106 4.15979
H -3.34226 4.44641 5.75732
H -4.03636 3.55993 4.39771
C 6.30001 -4.34518 2.70854
C 6.66302 -2.90394 2.37981
N 5.48666 -2.05394 2.25485
C 4.95871 -1.86075 1.01627
C 3.82917 -1.15018 0.77880
C 3.41586 -1.07651 -0.66587
O 4.20650 -1.35843 -1.54349
O 2.17650 -0.73594 -0.93453
C 3.15909 -0.55192 1.90035
O 2.04870 0.13016 1.80168
C 3.71718 -0.71019 3.18066
C 3.09223 -0.12034 4.31875
C 3.61964 -0.35147 5.56430
F 3.03027 0.25093 6.64406
C 4.71712 -1.15810 5.78836
C 5.36175 -1.73611 4.65944
C 4.88468 -1.50374 3.38399
N 5.25177 -1.43142 7.08931
C 4.31994 -1.75615 8.14410
C 5.06440 -2.45855 9.26256
N 6.13715 -1.51649 9.75810
C 7.07961 -1.11888 8.64704
C 6.25798 -0.49119 7.53905
H 7.20052 -4.95228 2.81407
H 5.68840 -4.77099 1.91271
H 5.72763 -4.40219 3.63483
H 7.20242 -2.84937 1.43486
H 7.31803 -2.47768 3.14060
H 5.48764 -2.31017 0.18761
H 2.22352 0.50689 4.18535
H 6.18993 -2.40464 4.84438
H 3.54622 -2.41736 7.75749
H 3.81368 -0.86786 8.55739
H 5.57502 -3.34836 8.90016
H 4.42621 -2.70596 10.10904
H 6.64886 -1.92369 10.53899
H 5.67683 -0.67063 10.10254
H 7.55254 -2.03661 8.30276
H 7.82416 -0.44464 9.06594
H 6.91860 -0.24247 6.71018
H 5.81154 0.45348 7.90164
C 2.49308 3.28054 -1.15184
O 1.94001 1.95990 -1.00277
C 1.22441 1.76691 0.10075
O 0.97575 2.60516 0.91706
H 3.27496 3.18002 -1.89779
H 2.89609 3.62961 -0.20464
H 1.72329 3.97080 -1.49581
O 1.84396 -3.59515 2.39790
C 1.21260 -2.86340 1.72111
N 0.53381 -2.15147 1.03259
O -6.67059 -0.13305 -4.74019
S -7.11283 -1.50777 -4.91787
O -7.64705 -2.12845 -3.71596
O -7.85038 -1.76502 -6.13383
C -5.54938 -2.39508 -5.12302
N -5.35605 -3.25052 -6.13389
C -4.17412 -3.84072 -6.20447
C -3.14476 -3.60085 -5.30435
C -3.44777 -2.71693 -4.28733
N -4.62749 -2.13268 -4.18810
C -2.47302 -2.28164 -3.23254
C -1.09780 -2.42110 -3.33300
C -0.28041 -1.85131 -2.36833
N -0.77324 -1.17896 -1.32508
C -2.10324 -1.12443 -1.18517
C -2.98028 -1.64133 -2.10655
H -4.03380 -4.53646 -7.02675
H -2.18641 -4.09284 -5.39539
H -0.63787 -2.91188 -4.18023
H 0.79929 -1.88761 -2.44383
H -2.47366 -0.60814 -0.30868
H -4.04911 -1.52356 -1.99613
*
```

***

2.
ORCA calculation (ωB97M-V with the def2-TZVPD basis set) on C46H51N12O8ScSe as an isolated structure at a distorted geometry.

Energy above the lowest of the compared OMol25 structures with the same formula, charge and spin (kJ/mol): 45.83
DFT total energy (eV): -168836.3550
Maximum force (eV/Å): 3.89
LUMO level (eV): -2.04

Structure (ORCA input):
```
! wB97M-V def2-TZVPD RIJCOSX def2/J DEFGRID3
* xyz 0 1
Sc -0.37868 -0.01567 1.58749
C -1.52347 -6.91934 3.65505
C -1.00285 -5.49958 3.47923
C 0.35322 -5.17652 3.67020
C 0.81101 -3.83941 3.70913
C 2.21427 -3.80767 3.88480
N 2.90152 -2.98111 3.12566
C 4.29927 -2.72173 3.16496
C 4.76236 -1.95586 1.89884
C 5.20503 -0.47590 2.22807
N 4.00674 0.36391 2.50680
C 4.12425 1.67059 2.65807
C 3.03579 2.42969 3.11641
C 3.35841 3.61892 3.70665
C 2.41218 4.26380 4.47608
C 2.85758 5.43427 5.35219
C 1.10807 3.90036 4.30693
C 0.68057 2.88971 3.41662
C -0.72163 2.74532 3.12455
N -1.24161 2.01274 2.13576
C -2.67046 2.28387 1.95285
C -3.62714 1.37144 2.84423
C -3.61953 -0.11231 2.43867
N -2.31839 -0.78355 2.78902
C -2.50049 -2.03241 3.19230
C -1.52291 -3.04808 3.31324
C -1.89761 -4.39519 3.29550
C -0.12691 -2.72104 3.35403
O 0.19505 -1.51361 2.96208
C 1.65037 2.12904 2.76125
O 1.41595 1.07720 2.05715
H -1.13060 -7.29388 4.63870
H -2.62786 -6.74484 3.62050
H -1.27400 -7.57331 2.81067
H 1.20370 -5.97252 3.67265
H 2.73624 -4.55861 4.48505
H 2.32551 -2.31659 2.52757
H 4.58174 -2.20793 4.05464
H 4.88088 -3.68462 3.20855
H 5.60341 -2.50137 1.46939
H 3.99736 -1.91889 1.16580
H 5.78314 -0.37641 3.15294
H 5.79892 -0.06312 1.29429
H 3.09428 0.00045 2.16102
H 5.10195 2.15772 2.56157
H 4.41052 3.86887 3.73024
H 2.48477 5.17508 6.37796
H 3.96004 5.50219 5.26451
H 2.28619 6.31789 5.09438
H 0.35013 4.36314 4.94163
H -1.45472 3.21063 3.78981
H -2.88937 3.29742 2.22191
H -2.90002 1.97379 0.89411
H -3.26439 1.46825 3.89486
H -4.66567 1.80592 2.80889
H -4.37687 -0.71364 2.97149
H -3.82806 -0.21028 1.34408
H -3.51112 -2.38126 3.42285
H -2.93993 -4.61352 3.02101
O -0.23475 1.49678 -0.43681
Se -1.66137 0.81354 -1.01522
O -1.58755 0.19022 -2.47332
O -1.79989 -0.49220 0.04191
O -3.01394 1.75502 -0.80079
N 1.54912 -0.33592 -1.59287
C 1.40597 -1.36021 -0.72659
O 1.29322 -1.12326 0.48055
C 1.37176 -2.70047 -1.22506
C 1.40585 -3.74317 -0.33393
N 1.64624 -4.64737 0.38157
C 1.52330 -3.06856 -2.61268
N 1.62564 -3.61899 -3.62668
H 1.38025 -0.56171 -2.61264
H 1.34558 0.59595 -1.24692
C -4.54175 -1.31179 -3.80577
C -3.93943 -2.51121 -3.16663
C -4.28993 -3.86012 -3.29213
C -3.26184 -4.49461 -2.49871
N -2.39462 -3.62620 -1.96265
N -2.80983 -2.41502 -2.46061
C -3.04782 -5.97419 -2.31126
H -3.80641 -0.50305 -4.01881
H -5.48201 -1.05200 -3.28623
H -4.92816 -1.47739 -4.80375
H -5.20827 -4.31408 -3.53990
H -2.24433 -1.55571 -2.34575
H -3.23205 -6.28653 -1.27743
H -2.00662 -6.24192 -2.64692
H -3.74600 -6.54877 -2.97167
C -3.87952 5.87733 -5.62052
C -2.96103 4.76564 -5.42766
C -3.47100 3.62192 -4.83879
C -2.68128 2.45768 -4.72270
C -1.34303 2.53562 -5.05153
N -0.51576 1.41461 -4.76539
C 0.79693 1.37899 -4.37065
O 1.40942 0.31848 -4.44543
N 1.36958 2.60241 -3.91575
C 2.57807 2.54261 -3.15260
C 2.78777 3.09218 -1.91962
C 3.91148 2.71885 -1.17836
C 4.98313 2.19752 -1.92425
N 4.84551 1.87060 -3.24585
C 3.68909 1.96928 -3.78973
C -0.85831 3.64735 -5.82053
C -1.73036 4.73755 -6.02307
H -4.44207 5.96708 -4.69859
H -4.58116 5.60908 -6.42576
H -3.49328 6.89231 -5.88068
H -4.44580 3.73720 -4.37200
H -3.18248 1.54137 -4.25597
H -0.96411 0.65431 -4.24667
H 0.68186 3.16680 -3.53007
H 2.07820 3.71154 -1.47153
H 3.95120 2.97937 -0.09706
H 5.97852 2.08480 -1.49121
H 3.57673 1.56118 -4.82338
H 0.08992 3.64286 -6.28088
H -1.46474 5.47400 -6.79094
*
```